DFT (wB97M-V/def2-TZVPD) results for 2 unconnected molecules or ions with the total composition C25H27N4O2 in a non-equilibrium geometry.

XYZ file:
```
58
Properties=species:S:1:pos:R:3:nbo_charge:R:1
C -2.85813 7.49284 0.13122 -0.25
O -2.82044 6.25151 -0.60750 -0.50
C -1.79400 5.37402 -0.44860 0.31
C -1.85730 4.16789 -1.20820 -0.25
C -0.86020 3.21119 -1.07720 -0.22
C 0.19436 3.42176 -0.17503 0.18
N 1.25266 2.51891 -0.16051 -0.42
C 1.32002 1.40910 -0.97325 0.11
N 2.65409 1.11925 -1.00096 -0.41
C 3.32451 0.30833 -1.97517 -0.40
C 3.36445 1.85832 -0.05261 -0.08
C 2.48174 2.72040 0.49535 -0.08
C 0.28522 4.61828 0.54845 -0.23
C -0.70167 5.59620 0.43110 -0.30
H -3.85287 7.88563 -0.07280 0.21
H -2.73160 7.33915 1.20891 0.18
H -2.10417 8.19415 -0.24309 0.18
H -2.70308 4.01918 -1.87801 0.23
H -0.85679 2.30816 -1.68353 0.25
H 2.72757 0.24921 -2.89019 0.23
H 4.28677 0.77353 -2.20204 0.22
H 3.51970 -0.70618 -1.61249 0.19
H 4.42435 1.77254 0.06732 0.22
H 2.65094 3.50680 1.19144 0.22
H 1.14563 4.81083 1.18508 0.21
H -0.63457 6.51474 1.02287 0.23
C -0.50089 -5.03783 0.91299 -0.42
N -0.54310 -4.45383 2.23933 -0.26
C -0.53295 -5.23909 3.38416 -0.04
C -0.50179 -4.40273 4.44320 -0.02
N -0.48375 -3.10951 3.94626 -0.25
C -0.44980 -1.96182 4.82865 -0.43
C -0.53079 -3.13746 2.58743 0.33
C -0.22290 -1.98545 1.71557 0.47
C -0.65123 -2.02374 0.31643 -0.37
C 0.09773 -1.48144 -0.66906 -0.01
C -0.01111 -1.96613 -2.04220 -0.13
C 1.12871 -2.09464 -2.86496 -0.17
C 1.02133 -2.50348 -4.19055 -0.21
C -0.22444 -2.90513 -4.69951 -0.18
C -1.35036 -2.88779 -3.86254 -0.23
C -1.25127 -2.41418 -2.55403 -0.13
O 0.42092 -1.01875 2.18084 -0.51
H -1.03741 -4.42696 0.18277 0.25
H 0.53557 -5.17391 0.57076 0.24
H -0.97639 -6.02498 0.97043 0.23
H -0.52883 -6.31488 3.34664 0.26
H -0.45571 -4.61494 5.49643 0.26
H -0.41861 -1.04436 4.24297 0.27
H -1.33639 -1.97272 5.47787 0.23
H 0.44296 -2.01996 5.46453 0.23
H -1.62813 -2.48277 0.14312 0.21
H 0.86539 -0.72378 -0.46807 0.26
H 2.10715 -1.90346 -2.42129 0.21
H 1.91187 -2.53279 -4.82099 0.23
H -0.30799 -3.24942 -5.73315 0.23
H -2.31100 -3.24967 -4.23312 0.23
H -2.13400 -2.37815 -1.91151 0.20
```

The spin multiplicity is 1. The total energy is -36409.341 eV. The calculation puts the orbital gap at 5.39 eV. The total charge is +1.